Molecular formula: C34H69BBrN3O15S
Method: DFT, ωB97M-V/def2-TZVPD

Each line ends with the Mulliken charge.
Positions of all 124 atoms, in Å:
C  -3.83862  1.35100  -0.48816  -0.924
C  -2.39384  0.54479  -0.73296  0.165
O  -1.84275  0.00468  0.55400  -0.466
B  -0.40799  -0.37985  0.30673  0.347
O  -0.19423  -1.83969  0.04745  -0.526
C  0.78149  0.75224  0.28140  0.132
Br  1.25256  1.30339  -1.62183  -0.071
O  0.57349  2.07108  0.90179  -0.283
C  1.89878  2.72616  0.64154  0.217
O  2.03399  4.05191  0.55967  -0.550
O  2.93761  1.67949  0.44390  0.220
C  2.25838  0.42605  0.91390  0.577
C  2.50341  0.53777  2.53762  -0.763
C  4.10595  0.92168  2.82533  -0.323
C  4.32497  2.47158  3.31321  -0.776
C  5.17570  3.40711  2.24339  -0.204
C  4.79632  4.97214  2.60577  -0.416
C  4.65828  5.95864  1.30399  -0.425
C  3.39987  7.00923  1.36066  -0.577
S  3.46726  8.24531  2.77430  -0.114
C  1.92402  7.81902  3.81724  0.390
N  0.50294  7.68684  3.23428  -0.227
N  -0.35853  7.32414  4.29256  -0.276
C  0.53771  7.24446  5.51968  -0.033
O  1.97995  7.55159  5.26193  -0.223
C  3.10791  -0.81424  0.21818  -0.543
N  3.11390  -2.02817  1.14150  -0.207
C  4.14116  -3.06007  0.69540  -0.768
H  -3.81375  2.36473  -1.10954  0.301
H  -4.01048  1.63872  0.63390  0.216
H  -4.67540  0.66993  -0.94168  0.239
H  -2.49537  -0.29172  -1.56318  0.189
H  -1.67152  1.37528  -1.19535  0.027
H  -0.55137  -1.98414  -0.89990  0.268
H  1.85689  1.35505  3.07562  0.428
H  2.27629  -0.48212  3.11170  0.320
H  4.40760  0.23639  3.75457  0.334
H  4.81605  0.58863  1.94899  0.210
H  4.94589  2.43904  4.33143  0.325
H  3.28139  2.92672  3.58758  0.300
H  6.32407  3.17887  2.47692  0.376
H  5.01412  3.11591  1.12146  -0.064
H  3.78166  5.01693  3.21697  0.118
H  5.67936  5.38483  3.26867  0.333
H  5.64795  6.58507  1.22007  0.357
H  4.51166  5.30423  0.32046  0.184
H  2.34005  6.50353  1.39452  0.218
H  3.41454  7.65464  0.35736  0.382
H  0.21284  6.93671  6.62181  0.316
H  4.19825  -0.37280  0.02397  -0.009
H  2.66129  -1.15208  -0.82182  0.321
H  2.15084  -2.44802  1.22436  0.182
H  4.16650  -3.94072  1.47353  0.305
H  3.84249  -3.47448  -0.38051  0.262
H  5.23948  -2.60930  0.62334  0.245
C  6.38083  -3.39841  -5.80634  -0.809
O  6.49348  -2.10001  -5.24880  -0.204
C  7.31898  -1.23891  -6.03891  -0.594
C  6.93495  0.22504  -5.80672  -0.260
O  5.74480  0.61923  -6.50453  -0.474
C  4.51315  0.09756  -5.98509  -0.491
C  4.09785  0.73863  -4.65769  -0.471
O  4.84642  0.18066  -3.57820  -0.268
C  4.97750  1.08178  -2.49057  -0.674
H  7.34928  -3.89460  -5.82187  0.330
H  5.69737  -3.98040  -5.18303  0.229
H  5.96540  -3.35270  -6.81694  0.340
H  7.21397  -1.47662  -7.10332  0.359
H  8.35483  -1.40317  -5.73232  0.411
H  7.73347  0.84972  -6.22201  0.414
H  6.86797  0.46591  -4.74548  0.048
H  4.54004  -0.99019  -5.92454  0.178
H  3.75398  0.35236  -6.73338  0.405
H  3.04009  0.53064  -4.46479  0.317
H  4.24403  1.82210  -4.71524  0.403
H  5.48168  1.99949  -2.81330  0.514
H  5.59717  0.60697  -1.72435  0.301
H  3.99895  1.31522  -2.06489  -0.052
C  0.56755  -8.76708  -0.97098  -0.804
O  -0.61733  -8.11543  -0.54580  -0.234
C  -1.31160  -8.85416  0.46389  -0.579
C  -2.16378  -7.91276  1.31954  -0.313
O  -1.40253  -7.17866  2.28926  -0.487
C  -0.56949  -6.13251  1.76913  -0.442
C  -1.36141  -4.91474  1.28403  -0.153
O  -1.92943  -5.16817  -0.00053  -0.227
C  -3.10561  -4.40893  -0.22921  -0.663
H  0.33316  -9.71740  -1.44667  0.327
H  1.06965  -8.12410  -1.69817  0.232
H  1.24746  -8.92544  -0.12918  0.341
H  -0.60180  -9.38580  1.10733  0.354
H  -1.95436  -9.57900  -0.04152  0.417
H  -2.85783  -8.52792  1.90279  0.410
H  -2.77285  -7.24560  0.70907  0.091
H  0.10871  -6.51165  1.00501  0.178
H  0.05348  -5.81397  2.61273  0.388
H  -0.68869  -4.05672  1.18123  0.037
H  -2.14017  -4.67245  2.01438  0.408
H  -3.86326  -4.64079  0.52758  0.373
H  -3.50858  -4.68675  -1.20745  0.252
H  -2.87975  -3.34017  -0.22602  0.102
C  -7.38379  2.87930  3.16366  -0.652
O  -8.47432  2.84352  2.25875  -0.263
C  -8.20979  3.57759  1.05943  -0.512
C  -9.05659  3.03325  -0.09434  -0.335
O  -8.54423  1.81411  -0.65108  -0.472
C  -8.69774  0.64188  0.16208  -0.269
C  -10.14453  0.14565  0.23930  -0.639
O  -10.89636  0.94001  1.15621  -0.255
C  -12.27971  0.96077  0.84310  -0.795
H  -7.20229  3.89638  3.50565  0.335
H  -7.63465  2.25751  4.02666  0.235
H  -6.48094  2.47147  2.70052  0.200
H  -7.14899  3.50987  0.79367  0.281
H  -8.46912  4.62209  1.24847  0.411
H  -9.01691  3.76266  -0.91085  0.400
H  -10.10589  2.92971  0.18316  0.142
H  -8.26071  0.78713  1.14975  0.161
H  -8.10270  -0.13313  -0.33441  0.368
H  -10.15978  -0.88484  0.60967  0.409
H  -10.59249  0.17286  -0.75930  0.356
H  -12.43773  1.36460  -0.16312  0.340
H  -12.78288  1.62103  1.55542  0.231
H  -12.70657  -0.04166  0.92176  0.328

Calculated total energy = -153097.410 eV